# 1
C6H6ClNO2S | ωB97M-V/def2-TZVPD

Summary:
SMILES   CCSC1=C(Cl)C(=O)NC1=O
HOMO (spin up / spin down)   -8.9 / -8.2 eV
E_LUMO (spin up / spin down)   -1.40 / -1.38 eV
Energy above the lowest of the compared OMol25 structures with the same formula, charge and spin   167.66 kJ/mol
Frontier orbital gap (spin up / spin down)   7.5 / 6.9 eV

Each line ends with the natural charge from an NBO analysis.
Positions of all 17 atoms, in Å:
1 C 0.09336 0.69967 1.00341  -0.62
2 C -1.05290 0.64508 -0.02548  -0.45
3 S -1.78098 -1.06463 0.19470  0.43
4 C -0.74736 -2.04620 -0.65529  -0.32
5 C -0.85821 -3.93238 -0.60202  -0.06
6 Cl -2.11142 -4.86491 0.01812  0.13
7 C 0.34279 -4.37147 -1.27834  0.54
8 O 0.84154 -5.47404 -1.33189  -0.54
9 N 0.96564 -3.23580 -1.73911  -0.66
10 C 0.50335 -1.89698 -1.33132  0.58
11 O 1.11416 -0.89343 -1.60803  -0.56
12 H -0.23487 0.78692 2.02666  0.21
13 H 0.80236 -0.07989 0.90227  0.22
14 H 0.68999 1.56301 0.86173  0.22
15 H -0.78346 0.93867 -0.94509  0.23
16 H -1.76936 1.15940 0.43037  0.21
17 H 1.75731 -3.21723 -2.43427  0.43


# 2
C6H6ClO2 | ωB97M-V/def2-TZVPD

Summary:
HOMO (spin up / spin down)   -3.6 / -3.6 eV
Charge   -1
E_LUMO (spin up / spin down)   3.71 / 3.71 eV
Energy above the lowest of the compared OMol25 structures with the same formula, charge and spin   559.02 kJ/mol
Frontier orbital gap (spin up / spin down)   7.3 / 7.3 eV

Each line ends with the natural charge from an NBO analysis.
Positions of all 15 atoms, in Å:
1 C -1.07934 -0.79996 1.08079  0.13
2 C 1.67491 -0.20377 1.04271  -0.17
3 C 2.60947 -0.61746 0.08842  0.69
4 C -1.35140 0.64817 0.99662  -0.60
5 C -1.58695 -0.25778 -0.19770  -0.44
6 C -0.77233 -0.06008 -1.43945  -0.60
7 O 3.31553 -1.43045 -0.44074  -0.63
8 O 2.06846 0.53427 -0.18583  -0.54
9 Cl 2.40811 0.47666 2.48800  -0.14
10 H -2.32711 0.85171 1.45489  0.21
11 H -0.67081 1.46590 0.93412  0.25
12 H -2.54342 -0.57998 -0.47377  0.21
13 H -1.02397 -0.78765 -2.31529  0.18
14 H 0.29712 -0.15743 -1.12657  0.25
15 H -1.01828 0.91784 -1.90618  0.19


# 3
C6H6EuO2 | ωB97M-V/def2-TZVPD

Summary:
2S+1   9
HOMO (spin up / spin down)   -9.4 / -11.9 eV
Charge   +1
E_LUMO (spin up / spin down)   -3.30 / -3.86 eV
Frontier orbital gap (spin up / spin down)   6.1 / 8.0 eV

Each line ends with the Mulliken spin population.
Positions of all 15 atoms, in Å:
1 C -2.37776 0.86440 -0.78615  0.00
2 C -1.19981 1.06290 -0.24140  -0.02
3 O -0.19287 1.46804 0.21813  -0.03
4 H -2.52447 1.38604 -1.73668  0.00
5 Eu 2.57660 1.21200 0.52049  8.10
6 O 1.69741 -0.81042 2.06171  -0.03
7 C 0.52016 -1.37394 2.23030  -0.03
8 C -0.51092 -1.86581 2.62270  0.01
9 C -3.57168 -0.30948 1.07966  0.00
10 C -3.44309 0.03597 -0.20990  0.00
11 H 2.34736 -1.09851 2.72251  0.00
12 H -1.35057 -2.32940 3.10919  0.00
13 H -3.03260 0.21326 1.87361  0.00
14 H -4.31352 -1.05190 1.37445  0.00
15 H -4.17411 -0.31708 -0.93971  0.00


# 4
C6H6EuO3 | ωB97M-V/def2-TZVPD

Summary:
2S+1   8
HOMO (spin up / spin down)   -7.0 / -7.0 eV
E_LUMO (spin up / spin down)   -0.88 / -0.84 eV
Energy above the lowest of the compared OMol25 structures with the same formula, charge and spin   112.56 kJ/mol
Frontier orbital gap (spin up / spin down)   6.1 / 6.2 eV

Each line ends with the Mulliken spin population.
Positions of all 16 atoms, in Å:
1 O 3.43368 1.13601 -0.60181  -0.02
2 C 3.41451 -0.08620 -0.13062  -0.01
3 O 4.35084 -0.88358 -0.18457  0.00
4 C -1.59093 -0.56076 -0.18293  0.00
5 H -1.62642 -1.49745 0.39766  0.00
6 H -1.53545 -0.88006 -1.23694  0.00
7 C -2.81918 0.29642 0.07046  0.00
8 H -2.82597 1.18015 -0.58188  0.00
9 H -3.72981 -0.28383 -0.12688  0.00
10 H -2.85192 0.64323 1.11195  0.00
11 C 2.10215 -0.23335 0.53381  0.00
12 C 0.96423 -0.64159 -0.04885  0.00
13 C -0.27928 0.08699 0.13362  -0.02
14 O -0.23300 1.28622 0.51996  0.00
15 Eu 2.01698 2.23091 0.35769  7.06
16 H 1.20957 -1.79309 -0.03066  0.00


# 5
C6H6N | ωB97M-V/def2-TZVPD

Summary:
HOMO (spin up / spin down)   -14.6 / -13.3 eV
Charge   +1
E_LUMO (spin up / spin down)   -5.93 / -6.86 eV
Energy above the lowest of the compared OMol25 structures with the same formula, charge and spin   667.16 kJ/mol
Frontier orbital gap (spin up / spin down)   8.7 / 6.4 eV

Each line ends with the natural charge from an NBO analysis.
Positions of all 13 atoms, in Å:
1 C -0.21193 1.49876 1.66634  0.02
2 C 0.53228 1.96576 0.64196  0.26
3 C -0.27383 -1.42184 -1.05025  -0.49
4 C 0.18963 1.03717 -0.40159  -0.12
5 C 0.76724 -0.38562 -0.52085  -0.29
6 C -0.12503 -1.22543 0.35202  0.08
7 N -0.87367 1.02007 0.63067  -0.16
8 H -0.39740 1.73755 2.69690  0.29
9 H -1.12444 -1.09548 -1.76022  0.29
10 H -0.05094 -2.51612 -1.38617  0.31
11 H -0.11487 1.67662 -1.35521  0.29
12 H 1.80023 -0.56930 -0.79056  0.27
13 H -0.11728 -1.72215 1.27697  0.24


# 6
C6H6N | ωB97M-V/def2-TZVPD

Summary:
HOMO (spin up / spin down)   -14.2 / -14.0 eV
Charge   +1
E_LUMO (spin up / spin down)   -6.61 / -6.59 eV
Energy above the lowest of the compared OMol25 structures with the same formula, charge and spin   596.74 kJ/mol
Frontier orbital gap (spin up / spin down)   7.5 / 7.4 eV

Each line ends with the natural charge from an NBO analysis.
Positions of all 13 atoms, in Å:
1 C -2.14136 -0.74233 -0.23023  0.38
2 C -2.18495 0.60749 -0.24892  0.01
3 C 2.13820 0.32414 -0.57497  0.06
4 C -0.89041 -1.31483 0.10101  -0.57
5 C -1.06142 1.16263 0.23151  0.02
6 C -0.02342 0.08099 0.52376  -0.04
7 N 1.06134 0.44802 0.01999  -0.38
8 H 2.61836 -0.53751 -1.02189  0.20
9 H 2.59918 1.28037 -0.90609  0.20
10 H -0.91542 -2.13173 0.83545  0.29
11 H -0.27835 -1.39986 -0.79928  0.30
12 H -0.91264 2.15349 0.45290  0.24
13 H -0.00912 0.06914 1.61677  0.29